Entry 1:
Computed, not measured: 2 unconnected molecules or ions with the total composition C8H11NO3S at a distorted geometry, with ωB97M-V/def2-TZVPD.

## Properties
* SMILES: CC/C=[N+](\[O-])O.O=Cc1cccs1
* E_HOMO: -8.4 eV
* strongest force on any atom: 6.86 eV Å⁻¹
* total charge: 0
* energy above the lowest of the compared OMol25 structures with the same formula, charge and spin: 587.7 kJ/mol
* Kohn-Sham gap: 8.0 eV
* lowest unoccupied orbital energy: -0.35 eV

Each line ends with the Mulliken charge.
Atoms and positions in Å:
C -1.692 0.273 -0.872  0.10
H 3.352 0.235 0.554  0.31
N 0.292 -1.468 2.042  0.96
H 0.907 0.487 2.166  0.36
H 0.766 -1.399 -0.222  0.30
O 0.279 -2.585 1.467  -0.76
H -1.008 1.694 -3.958  0.44
H -0.828 3.396 -1.661  0.39
C -1.115 2.372 -1.751  -0.76
H -1.583 1.851 0.377  0.56
O 0.000 -1.439 3.366  -0.50
C -1.156 1.610 -2.903  -0.16
O -2.002 -0.403 1.337  -0.50
C 2.744 -0.346 -0.151  -1.35
C 1.277 -0.454 0.090  0.51
C 0.706 -0.385 1.495  -0.62
H 0.662 0.441 -0.310  -0.29
C -1.964 -0.606 0.136  0.25
C -1.393 1.578 -0.599  -0.41
H -0.677 -2.130 3.574  0.38
S -1.495 0.009 -2.522  -0.06
H 2.923 0.186 -1.118  0.34
H 3.366 -1.226 -0.343  0.34
H -2.360 -1.692 -0.192  0.20

=====

Entry 2:
Computed, not measured: 3 unconnected molecules or ions with the total composition C5H12O2 at a distorted geometry, with ωB97M-V/def2-TZVPD.

## Properties
* SMILES: C=CC(=C)C.O.O
* E_HOMO: -8.6 eV
* strongest force on any atom: 2.84 eV Å⁻¹
* total charge: 0
* energy above the lowest of the compared OMol25 structures with the same formula, charge and spin: 425.1 kJ/mol
* Kohn-Sham gap: 9.1 eV
* lowest unoccupied orbital energy: 0.52 eV

Each line ends with the Mulliken charge.
Atoms and positions in Å:
H -2.119 -3.385 1.950  0.31
H -0.795 -3.265 -0.299  0.32
H 2.190 -0.324 -2.114  0.27
C 0.286 1.596 -0.083  0.50
H 2.787 1.108 -1.039  0.25
H -2.411 -4.816 1.843  0.31
H -1.486 2.560 -0.456  0.26
H 0.206 3.238 1.173  0.37
H 1.833 3.090 0.362  0.27
C -0.698 1.984 -0.931  -0.78
C 2.137 0.247 -1.203  -0.62
H -1.198 -1.954 -0.924  0.31
H 1.417 2.079 1.699  0.32
C 0.934 0.332 -0.578  -0.40
O -1.031 -2.361 -0.069  -0.64
H 0.452 -0.514 -0.085  0.38
O -2.883 -3.978 1.927  -0.63
C 0.990 2.574 0.818  -1.12
H -0.611 1.789 -1.988  0.32

=====

Entry 3:
Computed, not measured: a molecular structure, C20H40O15Rb at a distorted geometry, with ωB97M-V/def2-TZVPD.

## Properties
* E_HOMO: -12.7 eV
* strongest force on any atom: 3.18 eV Å⁻¹
* total charge: +1
* energy above the lowest of the compared OMol25 structures with the same formula, charge and spin: 199.3 kJ/mol
* Kohn-Sham gap: 9.4 eV
* lowest unoccupied orbital energy: -3.33 eV

Each line ends with the Mulliken charge.
Atoms and positions in Å:
H 22.515 11.105 2.311  0.33
O 17.568 -0.557 -8.211  -0.24
O 11.637 5.520 -1.441  -0.27
H 16.836 0.969 -4.721  0.29
H 11.516 3.508 -1.005  0.28
H 23.160 11.260 0.679  0.38
H 21.651 9.456 -0.188  0.28
C 18.945 8.283 3.414  -0.61
H 15.420 5.940 -11.313  0.27
H 24.378 8.481 -5.667  0.30
H 19.763 7.816 3.962  0.26
H 11.792 9.775 0.017  0.33
H 12.655 3.701 -2.220  0.32
H 18.214 0.952 -9.321  0.32
O 19.025 7.899 2.099  -0.32
H 17.978 8.066 3.869  0.26
H 20.753 10.976 0.105  0.28
Rb 17.993 6.080 -4.760  0.99
H 14.093 8.365 -0.658  0.31
H 12.878 10.068 -8.905  0.31
H 24.730 4.500 -7.766  0.30
H 17.158 -1.107 -10.841  0.34
C 16.821 -0.119 -4.778  -0.60
C 21.313 10.164 0.569  -0.20
H 26.107 8.301 -6.250  0.27
O 24.316 6.700 -7.672  -0.33
O 13.687 6.109 -10.099  -0.33
H 15.272 4.807 -9.961  0.28
C 24.728 8.057 -7.822  -0.28
O 20.413 9.576 1.562  -0.30
O 12.349 7.531 -1.387  -0.25
O 13.801 6.022 -2.178  -0.59
H 18.637 -1.981 -10.500  0.31
H 11.043 3.957 -2.673  0.28
C 18.200 -0.984 -10.546  -1.18
H 13.326 10.507 -7.140  0.36
O 19.581 8.035 -0.022  -0.58
H 23.384 9.893 1.431  0.35
H 14.503 9.794 -8.178  0.27
C 22.576 10.618 1.338  -1.20
C 13.430 9.838 -7.993  -1.07
C 12.732 6.294 -1.693  0.74
H 13.758 8.138 -6.827  0.24
H 25.311 9.744 -6.419  0.37
H 23.259 3.711 -8.447  0.26
H 25.531 8.269 -8.528  0.37
C 23.014 6.464 -7.462  0.74
C 13.991 6.850 -8.987  0.77
O 12.904 7.567 -8.627  -0.31
H 17.638 -0.647 -4.286  0.27
O 22.820 5.120 -7.192  -0.28
C 11.734 4.156 -1.854  -0.71
H 13.693 8.946 -2.288  0.22
H 14.249 4.545 -11.331  0.25
C 23.730 4.122 -7.554  -0.60
H 15.854 -0.573 -4.558  0.22
H 23.935 8.696 -8.208  0.27
O 17.857 1.309 -6.953  -0.59
H 23.774 3.300 -6.840  0.24
H 12.031 8.586 -7.034  0.35
H 19.443 -0.172 -8.990  0.30
O 16.936 -0.575 -6.111  -0.32
H 19.048 9.367 3.454  0.30
C 19.595 8.566 1.076  0.76
H 18.574 -0.395 -11.383  0.36
C 25.104 8.675 -6.457  -1.06
C 18.382 -0.121 -9.232  -0.25
C 12.996 8.476 -7.529  -0.17
C 12.404 9.806 -0.885  -1.21
O 15.126 6.854 -8.594  -0.58
C 17.530 0.159 -7.103  0.78
H 11.663 9.891 -1.679  0.31
H 12.977 10.733 -0.883  0.37
C 14.720 5.331 -10.741  -0.62
C 13.278 8.618 -1.335  -0.12
O 22.119 7.267 -7.273  -0.57

=====

Entry 4:
Computed, not measured: 3 unconnected molecules or ions with the total composition CH8NO3 at a distorted geometry, with ωB97M-V/def2-TZVPD.

## Properties
* multiplicity: 2
* E_HOMO (spin up / spin down): -10.3 / -10.2 eV
* strongest force on any atom: 3.16 eV Å⁻¹
* total charge: 0
* energy above the lowest of the compared OMol25 structures with the same formula, charge and spin: 52.1 kJ/mol
* <S²>: 0.757
* Kohn-Sham gap (spin up / spin down): 10.9 / 7.1 eV
* lowest unoccupied orbital energy (spin up / spin down): 0.65 / -3.12 eV

Each line ends with the Mulliken spin population.
Atoms and positions in Å:
H -1.880 1.944 -0.358  0.00
H 0.369 -1.706 0.351  0.05
O 0.518 0.366 0.363  0.69
H -1.072 0.436 1.050  0.00
H 2.686 -0.732 -1.034  -0.01
N 1.692 -0.952 -1.118  0.19
H -0.680 1.232 -0.908  0.00
H 1.345 -0.159 -1.658  -0.01
H 1.876 -1.160 0.860  0.13
H -2.346 -0.292 1.700  0.00
O -1.897 0.545 1.549  0.00
C 1.022 -0.826 0.235  -0.05
O -1.634 1.304 -1.033  0.01